1.
46
Properties=species:S:1:pos:R:3:forces:R:3:mulliken_charge:R:1 method="wB97M-V/def2-TZVPD" homo_energy_ha="-0.488 / -0.598" spin_multiplicity=5 molar_mass_g_mol=365.2 e_above_lowest_kj_mol=0.0 total_charge=+2 homo_lumo_gap_ha="0.243 / 0.288"
Co 0.4372 0.2320 0.2114 -1.091 -0.612 -0.307 -0.184
P -0.4153 0.0300 2.2119 -0.046 -0.045 1.796 0.783
C -2.0645 -0.2356 1.6615 -1.701 -1.308 0.340 -1.269
C -2.5068 0.2748 0.4278 0.048 -0.255 -1.308 1.151
N -1.4989 0.7510 -0.3723 -0.182 0.640 0.092 -0.039
C -1.7433 1.2872 -1.5654 -0.334 0.354 0.448 0.700
C -3.0569 1.4640 -2.0145 -0.043 -0.641 -0.099 -0.831
C -4.1112 0.8605 -1.3140 0.427 0.405 -0.009 -0.431
C -3.8254 0.2105 -0.1312 0.631 -0.319 1.097 -0.841
C -0.5363 1.7101 -2.3524 0.190 0.296 -0.617 -1.264
P 0.9350 0.7907 -1.8141 0.938 -0.196 -2.871 0.968
H -4.5536 -0.3862 0.4042 -0.215 0.318 0.002 0.445
H -3.2215 1.9322 -2.9700 -0.106 0.195 -0.085 0.498
H -5.1351 0.9255 -1.6821 0.316 -0.161 0.011 0.468
H -0.6890 1.5383 -3.4137 -0.137 0.002 -0.233 0.550
H -0.2866 2.7738 -2.2722 -0.340 0.018 0.245 0.455
H -1.5199 -4.7345 1.1191 -0.014 -0.128 -0.260 0.312
H -2.7421 -0.9049 2.1893 -0.047 0.315 0.173 0.430
H 1.3101 -2.7778 -0.8058 -0.079 -1.049 -0.019 0.258
O -0.8762 -4.6780 0.4008 -0.683 0.938 -1.376 -0.625
H -1.3905 -4.4112 -0.4180 0.727 -0.712 1.595 0.323
H 2.7728 -1.3101 0.3906 0.106 0.267 0.717 0.360
O 2.1765 -3.1084 -1.0728 0.460 0.417 0.178 -0.598
H 2.2758 -4.0672 -0.9007 -0.524 0.771 0.092 0.307
C 0.9959 -0.6791 -2.9044 -0.067 0.025 -0.313 -1.410
H 1.1277 -0.3052 -3.9309 -0.047 -0.242 0.185 0.447
H 1.8514 -1.3347 -2.6538 -0.508 0.269 -0.067 0.428
H 0.0403 -1.2334 -2.8529 0.509 0.139 0.017 0.369
C 2.4141 1.7289 -2.3018 -0.139 0.193 0.068 -1.202
H 3.3085 1.2421 -1.8824 -0.275 0.171 -0.196 0.385
H 2.4925 1.7699 -3.3994 0.019 0.012 0.390 0.432
H 2.3286 2.7481 -1.9023 0.191 -0.194 -0.130 0.413
C -0.6132 1.4878 3.2985 -0.070 -0.249 0.044 -1.233
H -1.3176 1.1334 4.0674 0.344 0.455 0.044 0.432
H 0.3378 1.8437 3.7315 -0.521 -0.233 -0.119 0.374
H -1.1005 2.2777 2.7078 0.228 -0.181 0.257 0.393
C 0.3470 -1.3332 3.1831 -0.696 0.050 0.168 -1.131
H 1.3807 -1.0270 3.4483 -0.646 -0.144 -0.084 0.388
H -0.2630 -1.4803 4.0924 0.502 -0.158 -0.256 0.430
H 0.3843 -2.2710 2.5925 -0.055 0.527 0.315 0.348
C 2.7003 1.6271 1.5838 0.750 -0.290 1.084 -1.262
C 2.0925 0.4255 1.0165 3.360 -0.833 -0.406 0.865
O 2.9994 -0.5743 1.0217 -1.300 0.909 -0.571 -0.412
H 3.0386 2.3115 0.8118 -0.053 -0.051 -0.499 0.306
H 3.5811 1.2425 2.0718 0.687 0.417 0.476 0.463
H 2.1391 2.2334 2.2835 -0.512 -0.105 -0.008 0.250

2.
46
Properties=species:S:1:pos:R:3:forces:R:3:mulliken_charge:R:1 method="wB97M-V/def2-TZVPD" homo_energy_ha="-0.638 / -0.657" spin_multiplicity=6 molar_mass_g_mol=720.3 e_above_lowest_kj_mol=74.3 total_charge=+3 homo_lumo_gap_ha="0.239 / 0.142"
I 0.2965 -0.9539 -6.1694 -0.061 0.222 -0.136 0.536
I -0.3542 1.7478 -5.4219 0.060 -0.168 -0.246 0.444
Ir -0.0080 -0.1505 -0.5084 -0.104 0.847 -1.614 0.893
P -2.2562 -0.4006 -1.0881 -2.908 0.321 1.431 0.835
C -3.2660 1.1066 -0.7485 0.179 0.126 -0.032 -1.210
C -2.9337 -0.9200 -2.7101 0.734 -0.163 -0.253 -0.996
H -4.0255 -1.0738 -2.6447 0.487 0.204 0.170 0.433
H -4.0319 -1.7613 -0.0638 0.165 0.001 -0.049 0.436
H -2.4665 -1.8692 -3.0014 -0.160 0.170 -0.055 0.379
H -2.4761 -2.6285 -0.1573 -0.157 -0.019 -0.061 0.432
H -3.0311 1.8958 -1.4710 -0.122 -0.190 -0.068 0.407
H -2.7063 -0.1569 -3.4688 -0.166 -0.239 0.195 0.242
C -2.9472 -1.6643 0.0564 0.193 -0.215 -0.184 -1.436
H -4.3392 0.8830 -0.7819 0.216 -0.050 -0.184 0.448
H -2.7224 -1.4264 1.0997 -0.020 -0.223 -0.435 0.449
H -3.0551 1.5217 0.2397 0.037 -0.130 -0.506 0.147
P 2.2372 -0.3229 -1.0814 2.794 0.242 1.575 0.842
C 3.1795 1.2168 -0.7046 -0.164 0.144 -0.182 -1.532
C 2.9645 -1.5860 0.0426 -0.198 -0.121 -0.104 -1.311
H 2.5010 -1.7764 -2.9992 0.159 0.140 0.018 0.378
H 4.0316 -0.9282 -2.6332 -0.483 0.168 0.162 0.429
H 2.6828 -0.0636 -3.4619 0.181 -0.157 0.176 0.283
C 2.9355 -0.8141 -2.7004 -0.717 -0.087 -0.337 -1.030
H 2.5244 -2.5641 -0.1754 0.191 0.010 -0.112 0.434
H 4.0535 -1.6326 -0.0698 -0.169 -0.070 -0.073 0.422
H 4.2609 1.0406 -0.7444 -0.190 -0.046 -0.080 0.480
H 2.9339 1.6243 0.2813 -0.042 -0.086 -0.472 0.471
H 2.7321 -1.3602 1.0863 0.047 -0.247 -0.486 0.298
H 2.9233 1.9967 -1.4286 0.093 -0.136 -0.071 0.407
C -0.0505 1.6608 -0.6930 -0.080 4.421 2.420 0.122
O -0.0719 2.7952 -0.3435 0.085 -4.786 -2.331 -0.295
C -2.4709 0.6890 2.2957 -1.544 -0.046 0.888 -1.777
C -1.0856 0.2326 2.3903 0.593 0.063 1.423 1.121
C -0.6752 0.1458 3.7482 -0.335 0.337 1.222 -0.929
C 0.6789 0.1517 3.7556 0.164 0.097 1.436 -1.251
C 1.1176 0.1886 2.4113 -0.716 0.061 0.833 1.392
C 2.5657 0.4302 2.4151 1.613 0.026 -0.089 -2.188
N 0.0176 0.1739 1.5767 0.689 -0.206 -0.870 0.105
H -2.8624 0.5256 3.3240 -0.017 0.213 -0.838 0.423
H -3.1872 0.1854 1.6723 0.091 0.006 -0.363 0.512
H -2.5719 1.7633 2.1481 0.292 0.180 -0.178 0.396
H -1.4284 0.2816 4.5604 1.218 -0.418 -0.573 0.407
H 1.4348 0.2675 4.5627 -1.149 -0.323 -0.409 0.466
H 2.7423 1.3967 2.9115 -0.204 -0.007 -0.124 0.487
H 3.0010 -0.2849 3.1431 -0.176 0.212 -0.413 0.526
H 3.2088 0.4171 1.5498 -0.397 -0.076 -0.025 0.472

3.
46
Properties=species:S:1:pos:R:3:forces:R:3:mulliken_charge:R:1 method="wB97M-V/def2-TZVPD" homo_energy_ha="-0.484 / -0.484" spin_multiplicity=2 molar_mass_g_mol=701.2 e_above_lowest_kj_mol=0.0 total_charge=+2 homo_lumo_gap_ha="0.259 / 0.182"
I 0.0082 -1.4135 -7.4737 0.000 0.626 -0.147 -0.022
I 0.0082 1.2959 -7.4966 0.000 -0.658 -0.045 -0.016
Yb 0.0050 -0.0013 -0.1668 0.013 -0.024 -1.390 0.724
P -2.4071 -0.0524 -1.0993 -3.064 0.024 0.463 0.613
C -3.4097 -0.1159 -2.6187 0.181 -0.026 -0.546 -1.018
C -3.0733 -1.4874 -0.0854 0.262 -0.277 0.040 -1.312
H -4.1664 -1.4305 0.0983 0.609 -0.009 -0.229 0.384
H -4.1617 1.4301 -0.0243 0.610 -0.012 -0.229 0.385
H -2.5728 -1.5833 0.8971 -0.218 0.109 -0.565 0.410
H -2.5670 1.6483 0.7561 -0.221 -0.154 -0.548 0.413
H -3.1121 -1.0299 -3.1717 -0.334 0.427 0.244 0.370
H -2.8191 -2.4332 -0.5954 -0.353 0.406 -0.097 0.384
C -3.0688 1.4682 -0.2139 0.264 0.274 0.015 -1.318
H -4.5100 -0.1075 -2.4428 0.865 -0.001 -0.019 0.415
H -2.8137 2.3658 -0.8042 -0.353 -0.413 -0.065 0.385
H -3.1105 0.7468 -3.2481 -0.334 -0.404 0.281 0.370
P 2.4209 -0.0665 -1.0912 3.066 0.005 0.484 0.605
C 3.4279 -0.1332 -2.6078 -0.178 -0.021 -0.546 -1.015
C 3.0893 1.4475 -0.1999 -0.260 0.283 0.006 -1.316
H 2.5736 -1.6004 0.9049 0.222 0.111 -0.563 0.413
H 4.1696 -1.4561 0.1090 -0.610 -0.003 -0.230 0.383
H 2.8169 -2.4490 -0.5882 0.360 0.399 -0.093 0.384
C 3.0765 -1.5056 -0.0764 -0.262 -0.285 0.030 -1.311
H 2.5843 1.6302 0.7678 0.223 -0.156 -0.544 0.413
H 4.1810 1.4016 -0.0053 -0.609 -0.009 -0.232 0.384
H 4.5278 -0.1286 -2.4290 -0.865 0.001 -0.019 0.416
H 3.1338 0.7310 -3.2375 0.331 -0.405 0.283 0.369
H 2.8432 2.3477 -0.7902 0.352 -0.413 -0.062 0.385
H 3.1289 -1.0456 -3.1627 0.333 0.425 0.248 0.369
C 0.0095 -0.1497 -3.2289 0.003 -0.049 -2.003 0.031
O 0.0104 -0.1765 -4.3635 -0.001 0.078 2.139 -0.065
C 2.5471 0.0933 2.7008 1.703 -0.049 -1.021 -1.436
C 1.1025 0.1063 2.8689 -2.197 -0.033 -0.913 1.094
C 0.6740 0.1638 4.1911 -0.838 0.071 1.615 -1.061
C -0.7104 0.1691 4.1882 0.859 0.060 1.498 -1.061
C -1.1309 0.1146 2.8617 2.224 -0.047 -0.872 1.094
C -2.5743 0.1125 2.6855 -1.697 -0.035 -1.012 -1.435
N -0.0116 0.0739 2.0021 -0.022 0.087 2.308 -0.014
H 3.0291 0.0497 1.7110 -0.716 0.037 0.811 0.217
H 2.9451 -0.7510 3.2738 -0.039 -0.017 0.031 0.452
H 2.9522 0.9793 3.2013 -0.038 0.019 0.029 0.452
H 1.4747 0.1920 4.9394 -1.053 0.016 0.279 0.481
H -1.5148 0.2035 4.9304 1.024 0.009 0.317 0.486
H -2.9794 -0.7291 3.2575 0.026 -0.005 0.035 0.453
H -2.9732 1.0033 3.1823 0.028 0.009 0.038 0.452
H -3.0531 0.0716 1.6945 0.711 0.030 0.798 0.217